No. 1
A single C3H9N2PS molecule at a distorted geometry. Source: the Open Molecules 2025 dataset; level of theory: wB97M-V/def2-TZVPD.

```
16
Properties=species:S:1:pos:R:3:forces:R:3:mulliken_charge:R:1
C 0.07739 1.70232 -0.70764 -1.7 0.9 -2.5 -1.053
C 0.45395 0.93822 0.50423 -0.1 0.5 0.9 -0.201
N -0.48345 0.04884 1.18787 -1.2 -2.0 -1.7 -0.445
N -1.29559 -1.04676 0.18640 1.3 3.4 1.8 0.274
C -0.57587 -2.28030 0.16616 0.1 -0.9 -2.3 -0.857
P -2.84874 -0.82002 -0.31429 0.4 1.5 0.6 0.039
S -3.25132 1.05142 0.14007 -0.5 -1.0 -0.4 -0.402
H -0.28196 1.14490 -1.60189 0.8 -0.9 0.6 0.281
H -0.91090 2.17516 -0.59088 0.8 1.1 0.5 0.243
H 0.90781 2.32045 -1.16145 -1.0 -0.2 1.0 0.328
H 1.23039 0.32577 0.20642 2.2 -1.2 -0.2 0.289
H 0.82777 1.64910 1.31541 -0.5 -1.0 -0.9 0.316
H -1.22052 0.63612 1.53205 -0.9 0.0 0.0 0.272
H 0.13619 -2.19727 0.97823 0.3 -0.6 -0.2 0.361
H -1.29945 -3.08274 0.25663 0.0 -0.4 0.7 0.328
H -0.15339 -2.53901 -0.89106 0.0 0.9 1.9 0.224
```
Forces are in eV/Å.

Results
Kohn-Sham gap ... 8.41 eV
HOMO energy ... -8.83 eV
SMILES ... CCNN(C)P=S
Energy relative to the best compared isomer or geometry (same formula, charge and spin) ... 261.7 kJ/mol
F_max ... 4.07 eV/A
DFT total energy ... -26359.2039 eV

=====

No. 2
A 3-piece molecular cluster, C3H9N2S overall at a distorted geometry. Source: the Open Molecules 2025 dataset; level of theory: wB97M-V/def2-TZVPD.

```
15
Properties=species:S:1:pos:R:3:forces:R:3:mulliken_charge:R:1
C -0.49093 -0.37894 0.68434 -1.5 1.8 0.9 -0.167
C -1.88229 0.30733 1.04551 0.9 -2.2 -0.5 -0.635
S -3.14086 -1.07101 1.21805 -0.1 0.8 0.4 -0.824
N 0.53700 0.47148 0.21236 0.4 -0.9 -0.4 -0.820
C 0.51600 0.69921 -1.09629 -0.2 0.9 -0.2 -0.143
N 1.46371 1.21186 -1.87047 -0.3 0.6 0.6 -0.815
H -0.86072 -1.21940 -0.19289 0.2 0.2 -0.1 -0.625
H -0.26511 -0.98489 1.57326 0.5 -0.1 -0.3 0.363
H -1.68888 0.80306 2.00234 -0.4 0.3 -0.2 0.250
H -2.14651 0.97422 0.22463 -0.1 0.3 0.2 0.251
H -1.09588 -1.44891 -1.09463 -0.1 -0.5 -0.4 0.465
H 3.96580 -0.57704 -0.05531 0.1 -0.1 0.0 0.121
H -0.43770 0.57363 -1.64975 0.2 -0.7 0.2 0.435
H 2.16416 1.56313 -1.20614 0.3 -0.4 -0.2 0.278
H 3.36221 -0.92373 0.20499 -0.1 0.1 0.0 -0.135
```
Forces are in eV/Å.

Results
Kohn-Sham gap (spin up / spin down) ... 5.04 / 5.54 eV
⟨S²⟩ ... 0.76
HOMO energy (spin up / spin down) ... 1.30 / 0.80 eV
Multiplicity ... 2
Energy relative to the best compared isomer or geometry (same formula, charge and spin) ... 264.3 kJ/mol
F_max ... 2.47 eV/A
Net charge ... -2
DFT total energy ... -17066.2152 eV

=====

No. 3
An isolated ion of composition C3H9N2S and charge +1 at a distorted geometry. Source: the Open Molecules 2025 dataset; level of theory: wB97M-V/def2-TZVPD.

```
15
Properties=species:S:1:pos:R:3:forces:R:3:mulliken_charge:R:1
C 1.21160 -0.03021 0.90398 0.2 -3.0 1.6 -0.827
N 0.82806 0.54210 -0.34192 -3.2 0.8 -0.7 -0.015
C -0.57601 0.08268 -0.82007 -2.1 -0.7 0.3 0.192
N -0.48807 -1.33440 -0.91772 -0.7 1.3 1.4 -0.545
C -1.89710 0.76289 -0.22696 2.1 0.6 0.4 -0.756
S -1.48445 1.14748 -1.98093 0.3 -1.0 0.9 -0.016
H 1.03594 -1.15865 0.96447 0.3 1.7 -0.6 0.315
H 2.20763 0.13076 1.26929 0.7 0.4 -0.6 0.367
H 0.57870 0.40426 1.61414 -1.0 0.6 1.3 0.378
H 1.33961 0.28971 -1.14947 1.5 0.3 -0.9 0.330
H 0.55139 1.50699 -0.24788 1.4 1.1 -0.2 0.407
H -0.54581 -1.75771 -1.83133 -0.6 -0.2 0.3 0.249
H -0.98316 -1.67241 -0.07500 0.3 -0.9 -1.6 0.275
H -2.72589 0.13846 0.18216 0.7 0.3 -1.1 0.339
H -1.77291 1.70636 0.37806 0.0 -1.2 -0.5 0.308
```
Forces are in eV/Å.

Results
Kohn-Sham gap ... 10.52 eV
HOMO energy ... -13.85 eV
SMILES ... C[NH2+][C@@]1(N)CS1
Energy relative to the best compared isomer or geometry (same formula, charge and spin) ... 209.6 kJ/mol
F_max ... 3.43 eV/A
Net charge ... +1
DFT total energy ... -17063.9941 eV